{
  "formula": "C24H30N2O4",
  "method": "wB97M-V/def2-TZVPD",
  "symbols": ["C", "C", "O", "C", "C", "C", "C", "O", "N", "C", "C", "C", "C", "C", "C", "C", "C", "C", "C", "C", "O", "C", "C", "O", "N", "C", "C", "C", "C", "C", "H", "H", "H", "H", "H", "H", "H", "H", "H", "H", "H", "H", "H", "H", "H", "H", "H", "H", "H", "H", "H", "H", "H", "H", "H", "H", "H", "H", "H", "H"],
  "coordinates": [[1.023, 1.189, -2.930], [1.675, 0.414, -1.789], [0.944, -0.735, -1.417], [-0.215, -0.606, -0.711], [-0.690, 0.559, -0.140], [-1.887, 0.563, 0.582], [-2.456, 1.801, 1.191], [-3.654, 1.971, 1.291], [-1.504, 2.677, 1.628], [-1.659, 3.932, 2.229], [-2.905, 4.530, 2.376], [-3.018, 5.775, 2.963], [-1.897, 6.455, 3.416], [-2.018, 7.796, 4.074], [-0.657, 5.849, 3.263], [-0.512, 4.602, 2.680], [0.858, 3.997, 2.538], [-2.608, -0.613, 0.710], [-2.137, -1.792, 0.158], [-0.949, -1.806, -0.553], [-0.393, -2.897, -1.141], [-1.069, -4.133, -1.065], [-0.321, -5.156, -1.931], [-0.916, -5.757, -2.806], [0.976, -5.368, -1.652], [1.778, -4.694, -0.658], [2.746, -3.723, -1.335], [3.618, -4.479, -2.336], [2.739, -5.241, -3.325], [1.773, -6.156, -2.572], [0.894, 0.536, -3.789], [0.045, 1.566, -2.639], [1.654, 2.027, -3.213], [2.642, 0.021, -2.115], [1.848, 1.064, -0.921], [-0.155, 1.485, -0.286], [-0.549, 2.360, 1.564], [-3.782, 4.009, 2.030], [-3.995, 6.223, 3.068], [-1.129, 8.398, 3.897], [-2.133, 7.674, 5.152], [-2.887, 8.333, 3.702], [0.226, 6.368, 3.611], [0.922, 3.038, 3.056], [1.114, 3.844, 1.488], [1.604, 4.659, 2.968], [-3.541, -0.595, 1.249], [-2.710, -2.697, 0.279], [-1.133, -4.491, -0.026], [-2.082, -4.055, -1.477], [1.150, -4.163, 0.053], [2.346, -5.461, -0.114], [3.366, -3.241, -0.578], [2.163, -2.953, -1.842], [4.266, -3.782, -2.870], [4.257, -5.186, -1.799], [3.353, -5.836, -4.002], [2.159, -4.533, -3.919], [1.091, -6.657, -3.261], [2.329, -6.909, -2.003]],
  "smiles": "CCOc1cc(C(=O)Nc2ccc(C)cc2C)ccc1OCC(=O)N1CCCCC1"
}


{
  "formula": "C24H30N2O6",
  "method": "wB97M-V/def2-TZVPD",
  "symbols": ["C", "C", "C", "C", "C", "N", "C", "O", "O", "C", "C", "C", "C", "C", "C", "C", "C", "O", "N", "C", "C", "C", "C", "C", "C", "O", "C", "C", "C", "O", "O", "C", "H", "H", "H", "H", "H", "H", "H", "H", "H", "H", "H", "H", "H", "H", "H", "H", "H", "H", "H", "H", "H", "H", "H", "H", "H", "H", "H", "H", "H", "H"],
  "coordinates": [[-1.947, -3.409, 1.747], [-0.842, -3.733, 0.747], [-0.981, -3.011, -0.598], [-0.096, -3.685, -1.646], [-0.609, -1.512, -0.535], [0.720, -1.295, -0.007], [1.634, -0.628, -0.757], [1.585, -0.509, -1.958], [2.629, -0.162, 0.023], [3.682, 0.533, -0.638], [5.028, 0.161, -0.082], [6.174, 0.540, -0.772], [7.426, 0.227, -0.275], [7.547, -0.470, 0.916], [6.409, -0.850, 1.606], [5.156, -0.533, 1.112], [-1.577, -0.661, 0.287], [-1.259, -0.169, 1.352], [-2.786, -0.487, -0.277], [-3.760, 0.429, 0.259], [-3.622, 1.828, -0.402], [-2.199, 2.289, -0.272], [-1.754, 2.890, 0.897], [-0.422, 3.214, 1.061], [0.494, 2.935, 0.055], [1.819, 3.226, 0.186], [0.057, 2.350, -1.128], [-1.277, 2.028, -1.279], [-5.151, -0.114, -0.012], [-5.392, -0.964, -0.830], [-6.068, 0.497, 0.733], [-7.419, 0.101, 0.521], [-2.926, -3.569, 1.299], [-1.860, -4.056, 2.617], [-1.886, -2.380, 2.086], [0.131, -3.498, 1.181], [-0.862, -4.808, 0.550], [-2.026, -3.078, -0.922], [-0.369, -4.731, -1.762], [0.947, -3.628, -1.343], [-0.194, -3.192, -2.610], [-0.603, -1.125, -1.562], [0.744, -1.112, 0.989], [3.632, 0.307, -1.710], [3.504, 1.609, -0.507], [6.080, 1.081, -1.703], [8.310, 0.524, -0.820], [8.525, -0.717, 1.302], [6.497, -1.394, 2.535], [4.266, -0.827, 1.647], [-3.019, -0.921, -1.158], [-3.582, 0.523, 1.334], [-3.901, 1.749, -1.455], [-4.308, 2.513, 0.098], [-2.454, 3.096, 1.693], [-0.086, 3.671, 1.983], [1.984, 3.589, 1.065], [0.772, 2.132, -1.905], [-1.603, 1.562, -2.198], [-7.717, 0.309, -0.509], [-8.018, 0.680, 1.218], [-7.533, -0.968, 0.711]],
  "smiles": "CC[C@H](C)[C@H](NC(=O)OCc1ccccc1)C(=O)N[C@@H](Cc1ccc(O)cc1)C(=O)OC"
}


{
  "formula": "C24H30N4O3",
  "method": "wB97M-V/def2-TZVPD",
  "symbols": ["C", "C", "C", "C", "C", "C", "N", "C", "C", "O", "N", "C", "C", "C", "C", "C", "C", "O", "C", "C", "C", "C", "O", "N", "C", "C", "C", "C", "C", "N", "C", "H", "H", "H", "H", "H", "H", "H", "H", "H", "H", "H", "H", "H", "H", "H", "H", "H", "H", "H", "H", "H", "H", "H", "H", "H", "H", "H", "H", "H", "H"],
  "coordinates": [[-2.506, -1.339, -3.095], [-2.997, -1.107, -1.699], [-4.227, -1.606, -1.282], [-4.670, -1.406, 0.012], [-3.895, -0.701, 0.917], [-2.671, -0.197, 0.511], [-1.826, 0.485, 1.433], [-1.191, -0.362, 2.433], [-0.635, -1.609, 1.741], [-1.178, -2.691, 1.827], [0.451, -1.365, 0.986], [1.057, -2.382, 0.160], [2.437, -2.830, 0.658], [3.095, -3.385, -0.598], [2.696, -2.377, -1.677], [1.282, -1.918, -1.294], [-1.478, 1.781, 1.329], [-0.597, 2.274, 2.021], [-2.279, 2.632, 0.360], [-1.424, 3.744, -0.251], [-0.659, 3.298, -1.495], [0.432, 2.249, -1.372], [0.684, 1.506, -2.300], [1.153, 2.248, -0.214], [2.323, 1.525, -0.007], [3.268, 1.324, -1.015], [4.446, 0.684, -0.680], [4.647, 0.264, 0.629], [3.633, 0.487, 1.544], [2.500, 1.095, 1.238], [-2.223, -0.405, -0.789], [-1.610, -0.757, -3.292], [-2.273, -2.394, -3.237], [-3.272, -1.068, -3.820], [-4.837, -2.161, -1.980], [-5.624, -1.804, 0.322], [-4.234, -0.546, 1.929], [-1.929, -0.679, 3.176], [-0.404, 0.225, 2.912], [0.917, -0.469, 1.053], [0.364, -3.228, 0.188], [2.991, -1.963, 1.022], [2.363, -3.560, 1.463], [2.679, -4.367, -0.828], [4.175, -3.482, -0.499], [2.730, -2.810, -2.675], [3.381, -1.529, -1.655], [1.193, -0.835, -1.377], [0.532, -2.358, -1.950], [-2.744, 2.027, -0.416], [-3.078, 3.082, 0.958], [-2.076, 4.567, -0.550], [-0.745, 4.129, 0.513], [-0.157, 4.170, -1.927], [-1.360, 2.930, -2.248], [0.723, 2.578, 0.651], [3.075, 1.663, -2.019], [5.207, 0.524, -1.430], [5.560, -0.228, 0.924], [3.720, 0.167, 2.575], [-1.260, -0.019, -1.089]],
  "smiles": "Cc1cccc(N(CC(=O)NC2CCCC2)C(=O)CCCC(=O)Nc2ccccn2)c1"
}


{
  "formula": "C24H30N6",
  "method": "wB97M-V/def2-TZVPD",
  "symbols": ["C", "C", "C", "N", "C", "H", "H", "H", "H", "H", "C", "C", "C", "N", "C", "H", "H", "H", "H", "H", "C", "C", "C", "N", "C", "H", "H", "H", "H", "H", "C", "C", "C", "N", "C", "H", "H", "H", "H", "H", "C", "C", "C", "N", "C", "H", "H", "H", "H", "H", "C", "C", "C", "N", "C", "H", "H", "H", "H", "H"],
  "coordinates": [[0.422, 0.148, -0.268], [-0.913, -0.134, -0.232], [-1.566, 0.900, 0.371], [-0.678, 1.815, 0.720], [0.610, 1.377, 0.390], [1.248, -0.295, -0.805], [-1.263, -1.048, -0.687], [-2.585, 1.062, 0.688], [-0.859, 2.737, 1.090], [1.471, 1.980, 0.635], [-1.531, -1.004, -2.585], [-2.854, -1.168, -3.035], [-3.093, -0.354, -4.119], [-2.025, 0.388, -4.337], [-1.081, 0.035, -3.432], [-1.051, -1.552, -1.788], [-3.433, -1.896, -2.486], [-3.995, -0.179, -4.685], [-1.929, 1.152, -4.989], [-0.176, 0.607, -3.289], [0.319, -3.302, -0.002], [0.508, -2.027, -0.355], [1.779, -1.618, 0.112], [2.499, -2.729, 0.366], [1.589, -3.738, 0.459], [-0.513, -3.927, -0.290], [-0.213, -1.356, -0.798], [2.322, -0.685, 0.121], [3.400, -2.800, 0.816], [1.908, -4.691, 0.852], [-2.119, -0.884, 3.095], [-2.184, -2.279, 2.778], [-1.131, -2.452, 1.778], [-0.434, -1.290, 1.643], [-1.037, -0.246, 2.373], [-2.886, -0.487, 3.743], [-2.852, -2.988, 3.244], [-0.824, -3.384, 1.327], [0.277, -1.169, 0.936], [-0.620, 0.747, 2.297], [3.946, 0.411, -1.553], [3.370, 0.897, -0.443], [3.617, 0.120, 0.674], [4.337, -0.904, 0.118], [4.489, -0.804, -1.226], [3.856, 0.739, -2.578], [2.701, 1.741, -0.363], [3.275, 0.148, 1.697], [4.681, -1.689, 0.652], [4.982, -1.507, -1.882], [-1.853, 3.327, 2.260], [-0.659, 4.079, 2.284], [-0.377, 4.317, 0.913], [-1.555, 3.960, 0.200], [-2.407, 3.265, 1.005], [-2.258, 2.822, 3.125], [-0.027, 4.221, 3.148], [0.478, 4.717, 0.389], [-1.783, 4.097, -0.774], [-3.323, 2.779, 0.702]],
  "smiles": "c1cc[nH]c1.c1cc[nH]c1.c1cc[nH]c1.c1cc[nH]c1.c1cc[nH]c1.c1cc[nH]c1"
}


{
  "formula": "C24H30N6O3",
  "method": "wB97M-V/def2-TZVPD",
  "symbols": ["C", "C", "O", "C", "C", "C", "C", "C", "C", "C", "O", "N", "C", "C", "C", "C", "C", "C", "C", "C", "N", "C", "C", "N", "N", "N", "N", "C", "C", "C", "C", "C", "O", "H", "H", "H", "H", "H", "H", "H", "H", "H", "H", "H", "H", "H", "H", "H", "H", "H", "H", "H", "H", "H", "H", "H", "H", "H", "H", "H", "H", "H", "H"],
  "coordinates": [[4.205, 3.314, 1.301], [3.759, 2.948, -0.110], [3.628, 1.549, -0.296], [4.734, 0.741, -0.279], [6.028, 1.217, -0.471], [7.110, 0.357, -0.469], [6.927, -0.998, -0.260], [5.648, -1.477, -0.060], [4.540, -0.637, -0.075], [3.223, -1.297, 0.188], [3.156, -2.357, 0.787], [2.137, -0.678, -0.321], [0.785, -1.128, -0.055], [0.045, -1.337, -1.380], [-1.487, -1.395, -1.235], [-2.011, -2.679, -0.583], [-1.690, -2.780, 0.904], [-1.989, -1.459, 1.606], [-1.459, -0.238, 0.848], [0.074, -0.110, 0.845], [-2.022, -0.263, -0.496], [-1.915, 0.998, -1.213], [-2.663, 2.065, -0.509], [-2.156, 3.052, 0.194], [-3.182, 3.766, 0.638], [-4.283, 3.280, 0.250], [-4.013, 2.198, -0.486], [-5.043, 1.398, -1.086], [-5.277, 0.132, -0.325], [-5.448, -0.102, 1.007], [-5.663, -1.497, 1.133], [-5.609, -1.998, -0.130], [-5.373, -1.019, -1.020], [3.509, 2.899, 2.026], [4.224, 4.395, 1.408], [5.197, 2.919, 1.509], [4.430, 3.381, -0.861], [2.751, 3.332, -0.292], [6.203, 2.269, -0.632], [8.101, 0.756, -0.628], [7.771, -1.670, -0.249], [5.469, -2.526, 0.123], [2.251, 0.235, -0.731], [0.908, -2.079, 0.466], [0.399, -2.252, -1.856], [0.295, -0.507, -2.048], [-1.912, -1.354, -2.247], [-1.610, -3.543, -1.116], [-3.096, -2.680, -0.705], [-0.650, -3.064, 1.053], [-2.302, -3.568, 1.349], [-1.571, -1.465, 2.614], [-3.072, -1.344, 1.689], [-1.854, 0.652, 1.354], [0.444, -0.207, 1.866], [0.328, 0.897, 0.503], [-2.352, 0.850, -2.207], [-0.882, 1.357, -1.337], [-5.946, 2.018, -1.095], [-4.763, 1.145, -2.113], [-5.423, 0.624, 1.794], [-5.835, -2.042, 2.038], [-5.728, -2.992, -0.513]],
  "smiles": "CCOc1ccccc1C(=O)N[C@@H]1C[C@H]2CCC[C@@H](C1)N2Cc1nnnn1Cc1ccco1"
}


{
  "formula": "C24H30NO5SSn",
  "method": "wB97M-V/def2-TZVPD",
  "symbols": ["C", "C", "C", "C", "H", "H", "C", "H", "H", "C", "H", "H", "C", "C", "C", "O", "O", "O", "O", "C", "H", "H", "H", "C", "H", "H", "H", "O", "H", "H", "C", "C", "H", "H", "H", "H", "H", "H", "Sn", "C", "C", "C", "H", "C", "C", "H", "H", "H", "H", "C", "C", "C", "H", "C", "C", "H", "H", "H", "H", "S", "C", "N"],
  "coordinates": [[-0.138, -0.112, -6.482], [-0.784, -1.167, -5.488], [-0.346, 1.297, -5.884], [-1.477, 1.132, -4.879], [-0.568, 2.007, -6.689], [0.562, 1.598, -5.339], [-1.325, -0.315, -4.348], [-0.024, -1.880, -5.136], [-1.614, -1.712, -5.966], [-0.332, -0.118, -3.217], [-2.274, -0.664, -3.921], [-2.453, 1.280, -5.380], [-1.275, 1.978, -3.582], [1.343, -0.296, -6.763], [-0.630, -0.174, -7.934], [-1.074, 0.821, -8.480], [2.119, -1.005, -6.146], [1.702, 0.422, -7.848], [-0.507, -1.321, -8.636], [0.024, -2.588, -8.165], [-0.373, -2.892, -7.190], [1.119, -2.562, -8.146], [-0.315, -3.285, -8.935], [3.077, 0.279, -8.200], [3.723, 0.605, -7.377], [3.210, 0.910, -9.076], [3.297, -0.769, -8.438], [-0.425, 1.235, -2.722], [0.702, -0.268, -3.564], [-0.520, -0.784, -2.359], [-2.666, 2.152, -2.969], [-0.623, 3.350, -3.765], [-0.816, 3.762, -4.758], [0.454, 3.320, -3.582], [-1.081, 4.020, -3.037], [-2.576, 2.530, -1.945], [-3.249, 1.223, -2.968], [-3.206, 2.888, -3.572], [0.500, -0.665, 1.814], [-1.906, -1.268, 1.801], [-2.176, -1.109, 0.413], [-1.561, -2.168, -0.291], [-2.834, -0.370, -0.039], [-0.887, -3.000, 0.630], [-1.100, -2.477, 1.957], [-0.911, -2.993, 2.894], [-2.354, -0.683, 2.605], [-1.651, -2.351, -1.358], [-0.314, -3.898, 0.392], [2.341, 1.329, 0.832], [2.745, 0.198, 1.627], [2.796, -0.956, 0.730], [3.109, 0.215, 2.655], [2.349, -0.511, -0.558], [2.087, 0.885, -0.485], [1.782, 1.504, -1.326], [2.285, 2.359, 1.176], [3.229, -1.931, 0.961], [2.322, -1.094, -1.476], [-0.603, 1.820, 2.139], [-0.163, 1.419, 3.699], [0.253, 0.846, 4.661]],
  "charge": -1
}


Number 1: energy -1343.04372 hartree, HOMO -8.13 eV. Number 2: energy -1493.57725 hartree, HOMO -8.46 eV. Number 3: energy -1377.37997 hartree, HOMO -8.91 eV. Number 4: energy -1260.40610 hartree, HOMO -6.29 eV. Number 5: energy -1486.77679 hartree, HOMO -8.70 eV. Number 6: energy -1975.92958 hartree, HOMO -3.32 eV.